{"formula": "C29H76O29PbS9", "method": "ωB97M-V with the def2-TZVPD basis set", "de_lowest_kj_mol": 1195.09, "homo_ev": -6.4, "multiplicity": 1, "mol_weight_g_mol": 1384.7, "homo_lumo_gap_ev": 3.71, "species": ["Pb", "O", "C", "C", "O", "H", "H", "H", "H", "O", "S", "O", "O", "C", "C", "C", "H", "H", "H", "H", "H", "H", "H", "H", "O", "S", "O", "O", "C", "C", "C", "H", "H", "H", "H", "H", "H", "H", "H", "O", "S", "O", "O", "C", "C", "C", "H", "H", "H", "H", "H", "H", "H", "H", "O", "S", "O", "O", "C", "C", "C", "H", "H", "H", "H", "H", "H", "H", "H", "O", "S", "O", "O", "C", "C", "C", "H", "H", "H", "H", "H", "H", "H", "H", "O", "S", "O", "O", "C", "C", "C", "H", "H", "H", "H", "H", "H", "H", "H", "O", "S", "O", "O", "C", "C", "C", "H", "H", "H", "H", "H", "H", "H", "H", "O", "S", "O", "O", "C", "C", "C", "H", "H", "H", "H", "H", "H", "H", "H", "O", "S", "O", "O", "C", "C", "C", "H", "H", "H", "H", "H", "H", "H", "H"], "xyz": [[3.060, -2.536, -5.166], [3.082, -0.528, -1.507], [1.990, 0.193, -1.030], [0.962, 0.859, -2.031], [0.661, 0.362, -3.306], [2.164, 0.799, -0.141], [1.399, -0.587, -0.550], [1.326, 1.862, -2.254], [0.072, 1.056, -1.433], [8.651, 6.095, 0.081], [7.810, 5.030, 0.627], [8.049, 4.385, 1.904], [6.259, 5.636, 0.635], [5.256, 4.977, 1.255], [4.796, 5.823, 2.427], [7.697, 3.730, -0.708], [5.571, 4.002, 1.628], [4.372, 4.786, 0.647], [4.110, 5.251, 3.053], [4.167, 6.597, 1.987], [5.608, 6.271, 3.000], [7.044, 4.060, -1.515], [7.198, 2.897, -0.213], [8.697, 3.554, -1.105], [-5.392, 4.862, -5.610], [-5.071, 3.666, -6.384], [-6.081, 3.179, -7.300], [-3.666, 3.855, -7.245], [-2.464, 4.252, -6.643], [-2.264, 5.826, -6.848], [-4.565, 2.389, -5.263], [-1.656, 3.656, -7.067], [-2.255, 4.172, -5.576], [-2.324, 6.054, -7.912], [-1.273, 6.053, -6.454], [-2.968, 6.443, -6.291], [-5.419, 2.021, -4.693], [-3.776, 2.724, -4.590], [-4.142, 1.543, -5.804], [5.403, 4.388, -8.943], [5.655, 3.836, -7.593], [5.314, 2.476, -7.259], [7.200, 4.280, -7.137], [7.709, 5.584, -7.406], [8.323, 6.269, -6.125], [4.759, 4.997, -6.343], [6.877, 6.238, -7.668], [8.363, 5.556, -8.278], [7.567, 6.407, -5.352], [8.679, 7.254, -6.428], [9.163, 5.697, -5.733], [4.538, 5.945, -6.834], [5.368, 5.068, -5.442], [3.832, 4.503, -6.052], [-0.669, -4.589, 4.619], [-0.605, -5.808, 5.492], [0.483, -6.812, 5.373], [-0.720, -5.340, 7.086], [-0.342, -6.179, 8.122], [-0.442, -5.395, 9.437], [-2.311, -6.566, 5.376], [0.678, -6.564, 8.141], [-1.114, -6.948, 8.146], [-0.540, -6.150, 10.216], [-1.349, -4.794, 9.507], [0.433, -4.778, 9.643], [-3.093, -5.826, 5.547], [-2.443, -7.422, 6.038], [-2.365, -6.986, 4.372], [-1.664, -5.377, -4.297], [-3.076, -5.449, -4.638], [-3.563, -4.996, -5.927], [-3.624, -6.995, -4.296], [-4.873, -7.402, -4.839], [-4.768, -8.919, -5.091], [-4.045, -4.522, -3.236], [-5.202, -6.768, -5.663], [-5.613, -7.288, -4.047], [-5.728, -9.316, -5.422], [-4.488, -9.367, -4.138], [-4.066, -9.017, -5.919], [-5.057, -4.403, -3.624], [-3.579, -3.539, -3.169], [-3.957, -5.156, -2.353], [-6.054, 10.015, 1.647], [-6.061, 10.391, 0.201], [-5.853, 11.779, -0.300], [-5.080, 9.305, -0.577], [-5.345, 7.940, -0.236], [-4.037, 7.237, -0.161], [-7.689, 9.835, -0.487], [-6.041, 7.608, -1.007], [-5.886, 7.820, 0.702], [-3.354, 7.754, -0.834], [-4.043, 6.208, -0.522], [-3.627, 7.449, 0.826], [-8.371, 10.679, -0.385], [-8.003, 8.948, 0.064], [-7.565, 9.473, -1.507], [-6.027, -2.340, 2.818], [-6.293, -0.947, 2.840], [-6.898, -0.284, 1.677], [-7.190, -0.541, 4.201], [-7.944, -1.630, 4.815], [-8.663, -1.153, 6.087], [-4.761, -0.025, 3.283], [-7.300, -2.474, 5.059], [-8.678, -2.007, 4.103], [-7.963, -0.612, 6.723], [-8.939, -2.056, 6.632], [-9.564, -0.540, 6.058], [-4.843, 0.952, 2.806], [-3.944, -0.584, 2.827], [-4.782, 0.037, 4.371], [5.694, -7.592, -0.922], [4.287, -7.185, -0.866], [3.766, -6.391, -2.040], [3.401, -8.576, -0.764], [1.998, -8.425, -0.519], [1.297, -9.344, -1.483], [3.992, -6.339, 0.786], [1.787, -7.370, -0.691], [1.792, -8.725, 0.509], [1.480, -10.404, -1.303], [1.472, -9.160, -2.543], [0.245, -9.204, -1.235], [4.782, -5.632, 1.041], [4.079, -7.104, 1.558], [2.994, -5.905, 0.740], [6.417, -3.887, 6.295], [6.191, -2.671, 7.072], [7.285, -1.796, 7.523], [5.276, -1.800, 5.969], [4.575, -0.673, 6.501], [3.062, -0.808, 6.163], [4.966, -2.929, 8.417], [5.048, 0.151, 5.967], [4.769, -0.338, 7.520], [2.502, 0.118, 6.297], [2.576, -1.569, 6.773], [3.079, -1.091, 5.110], [4.995, -2.013, 9.007], [5.305, -3.846, 8.899], [3.953, -2.821, 8.028]], "atomic_forces_ev_per_a": [[-0.330, 0.572, 0.749], [-1.994, 2.244, 0.427], [2.931, -3.914, 0.121], [-1.780, 0.402, -3.960], [0.979, 0.181, 3.016], [0.541, 1.303, -0.488], [-1.077, -0.533, -0.385], [1.070, 0.332, 0.209], [-0.373, -0.590, 0.367], [-1.513, -1.494, 1.349], [-0.093, 0.265, -1.482], [-0.162, 0.838, -1.345], [3.647, 0.940, -2.257], [-1.675, -1.615, 2.718], [-0.982, 0.133, -0.252], [-0.607, 0.840, 1.093], [0.230, -0.156, -0.027], [0.301, 0.148, -0.699], [0.207, -0.088, 0.257], [0.189, 0.459, 0.249], [-0.048, -0.238, -0.045], [0.115, 0.395, 0.179], [0.470, -0.270, -0.165], [-0.094, -0.181, 0.413], [0.941, -1.394, -0.963], [-0.382, 1.024, 0.058], [1.628, 0.328, 0.709], [-2.367, -0.925, 0.691], [1.473, 3.132, 0.377], [0.353, -1.664, -0.229], [0.324, -0.673, 0.122], [-0.152, 0.208, -0.545], [-1.235, -0.780, 0.406], [0.086, 0.156, 0.091], [0.142, 0.155, -0.218], [-0.251, -0.415, -0.034], [-0.076, 0.348, -0.084], [-0.268, 0.347, -0.022], [-0.194, 0.136, -0.336], [0.697, -1.457, 2.487], [-1.046, 3.802, -0.224], [1.320, 1.081, -0.299], [-1.048, -2.186, -0.034], [-0.612, 1.589, 0.741], [-0.115, -1.021, -1.205], [0.294, -1.442, -0.849], [-0.124, -0.048, -0.336], [0.221, -0.168, 0.286], [0.005, -0.137, -0.064], [0.032, -0.013, -0.010], [-0.067, 0.031, 0.057], [0.279, -0.139, 0.068], [0.156, 0.146, -0.308], [0.001, -0.064, -0.292], [0.543, -3.274, 2.759], [-0.346, 0.554, -0.582], [-2.514, 2.261, 0.192], [0.679, 1.547, -3.220], [-0.429, -0.366, 2.085], [-0.408, -0.341, 0.034], [1.154, -0.361, -0.461], [-0.109, -0.244, -0.987], [0.422, -0.622, 0.195], [0.240, 0.052, 0.209], [0.058, 0.098, -0.225], [-0.077, 0.001, -0.145], [0.449, 0.168, -0.060], [0.391, 0.230, 0.315], [-0.047, 0.306, -0.119], [-1.782, -0.652, -0.617], [-0.889, 0.704, 1.985], [0.496, -0.785, 1.128], [1.746, 2.010, -0.714], [-1.185, -0.846, 0.686], [-0.171, 1.446, -0.623], [1.010, -0.858, -2.098], [0.366, -0.295, -0.286], [-0.162, 0.316, 0.140], [-0.045, 0.035, 0.107], [0.294, -0.274, -0.389], [0.266, -0.634, 0.353], [0.012, -0.223, 0.218], [0.111, -0.224, 0.217], [-0.027, 0.295, -0.106], [0.283, 1.422, -3.215], [-1.129, 0.191, 0.584], [0.258, -3.748, 1.375], [-0.595, 2.404, 1.075], [-1.219, -0.521, -0.324], [0.987, 0.578, -0.551], [0.947, -0.156, 0.447], [0.278, -0.498, -0.234], [0.092, 0.434, 0.118], [0.030, -0.006, -0.217], [-0.173, -0.093, 0.680], [0.124, -0.778, 0.079], [0.044, -0.231, -0.080], [-0.084, 0.351, 0.383], [0.154, 0.644, -0.134], [-0.107, -0.910, 0.206], [-0.740, 3.437, -0.416], [0.817, -1.297, 2.042], [0.660, -1.015, -1.135], [-0.949, 0.306, 0.017], [0.737, -0.177, 0.324], [-1.350, -0.459, -0.509], [0.288, 0.263, 0.012], [0.007, 0.087, -0.165], [0.133, -0.037, 0.035], [-0.019, -0.070, 0.056], [0.118, 0.000, -0.845], [-0.051, -0.060, 0.214], [0.004, -0.020, 0.379], [0.462, -0.061, -0.219], [-2.497, 0.428, 0.321], [0.982, 0.645, -2.212], [0.862, -1.848, 3.561], [2.014, 1.512, 0.424], [0.476, -0.169, -0.761], [-1.041, -0.094, 0.313], [-0.095, -0.896, -0.891], [-0.658, -0.108, 0.036], [0.004, 0.198, 0.074], [0.386, 0.095, 0.216], [0.067, 0.366, 0.207], [-0.332, -0.068, -0.458], [-0.099, 0.184, -0.779], [-0.306, -0.266, -0.251], [0.223, 0.100, 0.160], [0.020, 1.530, 1.871], [0.078, 0.982, -2.366], [-2.041, -1.910, -0.435], [0.750, -1.228, 2.282], [-0.626, 1.594, -0.935], [1.336, 0.000, 0.034], [0.807, 1.202, -0.736], [-0.528, 0.309, -0.339], [0.156, -0.997, 0.432], [0.243, 0.091, -0.034], [0.048, -0.140, -0.163], [-0.560, -0.088, 0.059], [0.738, -0.383, 0.562], [-0.571, 0.190, 0.160], [0.141, -1.165, -0.406]]}

---

{"formula": "C12H16Cl12NO2V", "method": "ωB97M-V with the def2-TZVPD basis set", "charge": 1, "de_lowest_kj_mol": 124.54, "homo_ev": [-12.9, -12.6], "multiplicity": 2, "mol_weight_g_mol": 682.6, "homo_lumo_gap_ev": [7.13, 6.92], "species": ["O", "V", "C", "C", "C", "O", "H", "H", "H", "H", "H", "H", "H", "N", "C", "C", "C", "C", "C", "H", "H", "H", "H", "H", "C", "Cl", "Cl", "Cl", "H", "C", "Cl", "Cl", "Cl", "H", "C", "Cl", "Cl", "Cl", "H", "C", "Cl", "Cl", "Cl", "H"], "xyz": [[1.915, 0.988, -3.450], [2.788, 0.776, -2.169], [-1.037, -1.542, -1.022], [0.172, -0.785, -0.414], [0.625, -1.489, 0.865], [1.156, -0.589, -1.409], [-1.845, -1.455, -0.296], [-0.852, -2.597, -1.227], [-1.235, -1.267, -2.058], [-0.228, 0.180, -0.103], [1.561, -1.030, 1.183], [0.573, -2.571, 0.742], [-0.159, -1.158, 1.545], [2.145, 2.459, -0.743], [1.734, 3.701, -1.170], [1.184, 4.669, -0.316], [0.976, 4.267, 1.025], [1.520, 3.097, 1.508], [2.122, 2.249, 0.644], [1.601, 3.956, -2.211], [0.779, 5.632, -0.591], [0.426, 4.977, 1.625], [1.399, 2.901, 2.563], [2.533, 1.317, 1.003], [-2.458, 2.032, -1.515], [-2.412, 2.862, -0.014], [-0.968, 2.240, -2.370], [-3.783, 2.522, -2.676], [-2.650, 1.009, -1.191], [-5.195, -1.005, 0.171], [-6.627, -1.960, 0.642], [-4.005, -0.608, 1.398], [-5.769, 0.443, -0.692], [-4.530, -1.635, -0.420], [0.436, -5.282, -2.000], [-1.186, -5.643, -1.171], [0.171, -5.020, -3.768], [1.700, -6.484, -1.722], [0.799, -4.330, -1.612], [3.363, -1.239, 4.209], [4.733, -1.324, 5.206], [2.918, 0.517, 4.076], [1.999, -2.253, 4.734], [3.611, -1.530, 3.189]], "atomic_forces_ev_per_a": [[2.440, 0.239, 1.836], [-6.738, -0.959, 0.455], [0.854, -0.235, -0.414], [-0.255, -0.366, -0.695], [-0.755, 1.033, -0.682], [3.098, 1.361, -0.827], [-0.338, -0.014, -0.448], [0.364, -0.314, 0.777], [-0.511, 1.010, 0.263], [0.120, 0.526, -0.122], [0.192, -0.555, 0.216], [0.570, 0.070, 0.260], [0.167, -0.472, 0.609], [0.541, 0.811, 0.646], [-0.898, -0.039, 0.695], [-0.029, -1.937, 1.710], [0.342, 1.606, -1.676], [-0.667, 0.718, 0.662], [0.232, -0.812, -2.478], [0.735, -0.654, -0.400], [0.227, -0.143, -0.638], [0.012, -0.241, 0.460], [0.259, -0.444, -0.016], [0.060, -0.143, -0.125], [-1.309, -0.498, -0.842], [-0.285, 1.043, 0.909], [0.776, -0.348, -0.347], [0.595, -0.139, 1.039], [0.173, -0.102, -0.808], [-0.078, -0.460, -0.718], [0.829, 0.316, 0.286], [-0.249, 0.414, 1.037], [0.483, -0.443, 0.212], [-0.949, 0.124, -0.775], [-0.774, 0.194, -0.315], [1.665, 0.165, -0.708], [0.048, -0.227, 0.930], [-0.663, 0.186, 0.049], [-0.261, -0.274, 0.059], [-0.978, 0.477, -1.030], [0.941, -0.484, 0.812], [-0.358, -0.369, -0.095], [0.413, 0.461, -0.066], [-0.043, -0.084, 0.301]]}